[1]
ORCA calculation (ωB97M-V/def2-TZVPD) on a molecular structure, CH8MnO7.

As for the expectation value of S²: 12.004. As for the HOMO energy (spin up / spin down): -0.72 / -2.98 eV. Its net charge is -1. Its spin multiplicity is 7. The molecular weight is 187.01 g/mol. The strongest force on any atom comes out at 7.5 eV Å⁻¹.

```
17
Properties=species:S:1:pos:R:3:lowdin_spin:R:1
Mn -0.013 -0.020 -0.015 4.902
C -2.486 0.145 0.580 0.038
O -3.490 0.621 0.974 0.015
O -2.039 0.255 -0.564 0.080
O -1.708 -0.456 1.346 0.085
O 0.215 1.753 1.078 0.093
H 0.946 2.060 1.614 0.028
H -0.395 2.490 1.059 0.011
O 0.983 0.726 -1.781 0.143
H 0.762 1.219 -2.572 0.025
H 1.916 0.532 -1.872 0.069
O 0.031 -1.855 -1.041 0.117
H 0.191 -2.782 -0.860 0.029
H -0.316 -1.842 -1.933 0.019
O 1.457 -0.793 1.232 0.213
H 2.105 -0.447 1.846 0.063
H 1.843 -1.607 0.910 0.070
```

[2]
ORCA calculation (ωB97M-V/def2-TZVPD) on C21H22N4O8S in the gas phase.

As for the HOMO energy: -8.88 eV. Its SMILES is O=C(COC(=O)CNC(=O)c1cccc([N+](=O)[O-])c1)Nc1cccc(S(=O)(=O)N2CCCC2)c1. The molecular weight is 490.49 g/mol. The strongest force on any atom comes out at 1.3 eV Å⁻¹.

```
56
Properties=species:S:1:pos:R:3:mulliken_charge:R:1
O -4.382 -2.555 0.035 -0.658
C -3.950 -1.436 0.193 0.645
C -4.810 -0.191 -0.057 -0.731
O -4.055 0.787 -0.769 -0.341
C -4.078 2.048 -0.322 1.060
O -4.791 2.464 0.545 -0.602
C -3.190 2.930 -1.213 -0.975
N -1.849 3.075 -0.680 -0.148
C -1.418 2.415 0.406 0.719
O -2.135 1.632 1.014 -0.942
C -0.009 2.662 0.819 0.647
C 0.288 2.719 2.181 -0.315
C 1.592 2.883 2.611 -0.835
C 2.622 2.941 1.691 -0.484
C 2.324 2.846 0.339 -0.652
N 3.394 2.820 -0.625 1.192
O 4.509 3.091 -0.244 -0.652
O 3.108 2.527 -1.769 -0.650
C 1.017 2.726 -0.111 -0.143
N -2.698 -1.109 0.590 -0.098
C -1.588 -1.933 0.744 0.299
C -1.649 -3.326 0.725 -0.336
C -0.491 -4.072 0.874 -0.797
C 0.742 -3.453 1.012 -0.598
C 0.793 -2.072 1.010 0.270
S 2.367 -1.212 1.077 0.946
O 3.303 -1.982 1.839 -0.796
O 2.104 0.146 1.474 -0.309
N 2.955 -1.120 -0.479 0.029
C 2.060 -0.529 -1.450 0.296
C 1.416 -1.699 -2.216 -0.743
C 2.345 -2.898 -1.957 -0.497
C 3.468 -2.339 -1.065 -0.812
C -0.348 -1.310 0.898 -0.494
H -5.150 0.234 0.895 0.342
H -5.679 -0.476 -0.657 0.347
H -3.143 2.474 -2.208 0.364
H -3.662 3.916 -1.276 0.369
H -1.246 3.742 -1.136 0.286
H -0.521 2.626 2.890 0.491
H 1.809 2.931 3.666 0.433
H 3.653 3.022 1.998 0.513
H 0.835 2.638 -1.173 0.381
H -2.507 -0.118 0.735 0.378
H -2.603 -3.811 0.600 0.526
H -0.554 -5.149 0.877 0.417
H 1.652 -4.016 1.141 0.584
H 1.338 0.094 -0.924 -0.585
H 2.647 0.105 -2.122 0.568
H 1.339 -1.469 -3.277 0.472
H 0.414 -1.901 -1.838 0.124
H 2.752 -3.301 -2.882 0.392
H 1.806 -3.696 -1.447 0.226
H 3.776 -3.007 -0.263 0.383
H 4.346 -2.080 -1.665 0.383
H -0.267 -0.236 0.949 0.110
```

[3]
ORCA calculation (ωB97M-V/def2-TZVPD) on a molecular structure, C26H48F5N10NaO3P2.

As for the HOMO energy: -6.85 eV. The molecular weight is 728.66 g/mol. The strongest force on any atom comes out at 3.6 eV Å⁻¹.

```
95
Properties=species:S:1:pos:R:3:mulliken_charge:R:1
Na -8.307 16.867 8.855 0.616
C -7.205 22.734 10.461 -1.037
N -7.060 21.320 10.587 0.456
C -5.878 20.807 11.342 -0.776
P -8.159 20.205 9.968 0.106
O -7.476 18.876 9.912 -0.483
O -8.619 20.697 8.500 -0.247
P -8.972 19.851 7.081 0.323
O -9.310 18.404 7.288 -0.774
N -10.196 20.743 6.398 0.338
C -9.910 22.028 5.790 -0.946
C -11.574 20.241 6.475 -0.839
N -7.647 20.116 6.114 0.650
C -6.359 20.629 6.623 -0.744
C -7.553 19.805 4.666 -1.115
N -9.605 20.309 10.840 0.405
C -10.976 20.166 10.452 -0.727
C -9.459 20.340 12.322 -0.852
H -6.197 23.165 10.265 0.336
H -7.528 23.198 11.428 0.278
H -7.832 22.937 9.627 0.268
H -4.949 21.333 10.998 0.279
H -5.777 19.704 11.184 0.031
H -6.014 20.997 12.425 0.329
H -9.112 22.611 6.422 0.189
H -10.832 22.601 5.751 0.428
H -9.488 21.891 4.821 0.275
H -11.485 19.159 6.694 0.110
H -12.105 20.303 5.506 0.365
H -12.191 20.709 7.237 0.336
H -6.483 21.172 7.533 0.052
H -5.853 21.248 5.898 0.412
H -5.663 19.788 6.812 0.164
H -8.513 19.419 4.288 0.300
H -6.777 19.029 4.500 0.291
H -7.211 20.701 4.120 0.392
H -11.310 19.092 10.451 0.089
H -11.126 20.658 9.517 0.200
H -11.618 20.625 11.263 0.373
H -8.417 20.622 12.558 0.178
H -9.544 19.347 12.804 0.201
H -10.168 21.060 12.761 0.420
C -11.877 15.850 8.603 -0.646
N -11.729 14.518 8.170 0.308
C -12.884 13.807 7.752 -0.681
C -12.264 12.449 7.301 -0.650
N -10.866 12.791 6.997 0.176
C -10.069 12.060 6.049 -1.079
C -10.567 14.004 7.546 -0.307
N -9.404 14.640 7.582 0.246
C -8.271 13.820 7.860 -0.065
C -7.031 14.350 7.044 -0.899
N -6.327 15.117 8.003 -0.032
C -5.077 15.447 7.745 0.244
N -4.525 15.625 6.486 0.230
C -5.088 15.674 5.162 -0.867
C -3.135 16.015 6.583 -0.610
C -2.913 16.241 8.086 -0.721
N -4.170 15.788 8.696 0.089
C -4.431 15.864 10.100 -0.512
H -12.970 16.002 8.725 0.470
H -11.523 16.625 7.870 0.204
H -11.293 16.050 9.545 -0.134
H -13.421 14.427 6.982 0.351
H -13.597 13.733 8.620 0.375
H -12.837 12.035 6.479 0.384
H -12.296 11.750 8.169 0.299
H -10.749 11.562 5.352 0.374
H -9.464 11.203 6.529 0.224
H -9.451 12.782 5.503 0.370
H -8.440 12.759 7.569 0.372
H -8.125 13.845 8.952 -0.453
H -7.404 14.949 6.212 0.063
H -6.406 13.482 6.630 0.411
H -4.527 16.428 4.581 0.351
H -6.136 16.015 5.161 0.245
H -5.023 14.708 4.604 0.207
H -2.973 16.952 5.998 0.381
H -2.445 15.273 6.159 0.281
H -2.682 17.296 8.289 0.308
H -2.073 15.685 8.530 0.365
H -3.456 15.833 10.658 0.297
H -5.069 15.014 10.387 0.233
H -4.895 16.844 10.390 0.012
F -6.820 14.104 11.341 -0.321
C -8.019 14.393 11.892 -0.118
C -8.741 15.448 11.326 0.832
C -9.871 15.781 12.092 -0.268
F -10.745 16.711 11.601 -0.387
C -10.266 15.087 13.222 -0.059
F -11.483 15.400 13.759 -0.341
C -9.446 14.134 13.829 0.594
F -9.732 13.624 15.043 -0.313
C -8.290 13.846 13.152 -0.146
F -7.393 12.987 13.692 -0.343
```

[4]
ORCA calculation (ωB97M-V/def2-TZVPD) on a gas-phase ion, C6H6N (charge +1).

As for the HOMO energy (spin up / spin down): -13.92 / -13.70 eV. Its net charge is +1. The molecular weight is 92.12 g/mol. The strongest force on any atom comes out at 3.5 eV Å⁻¹.

```
13
Properties=species:S:1:pos:R:3:mulliken_charge:R:1
C 0.986 -0.175 -0.602 -0.332
C -0.937 -1.258 0.067 -0.066
C 0.765 1.042 -0.424 -0.037
C -1.226 1.027 0.680 0.090
C 0.542 -1.370 0.238 -0.572
C -0.228 1.945 0.115 -0.116
N -1.557 -0.122 0.419 -0.143
H 1.610 -0.658 -1.365 0.381
H -1.580 -1.982 -0.453 0.402
H 1.081 -2.359 -0.145 0.359
H 0.912 -1.243 1.184 0.332
H 0.254 2.551 0.878 0.309
H -0.623 2.603 -0.593 0.395
```

[5]
ORCA calculation (ωB97M-V/def2-TZVPD) on a molecular structure, C15H7Cl5FeN2O2.

As for the expectation value of S²: 8.799. As for the HOMO energy (spin up / spin down): -10.80 / -10.90 eV. Its net charge is +1. Its spin multiplicity is 6. The molecular weight is 480.34 g/mol. The strongest force on any atom comes out at 0.6 eV Å⁻¹.

```
32
Properties=species:S:1:pos:R:3:lowdin_spin:R:1
Fe -0.879 -0.718 -1.155 3.667
O -1.203 0.862 -1.955 0.167
C -0.480 1.985 -2.005 0.013
C -1.088 3.128 -2.532 0.010
C -0.397 4.316 -2.614 -0.001
C 0.922 4.399 -2.171 0.008
C 1.530 3.278 -1.654 -0.001
C 0.855 2.052 -1.558 0.010
C 1.559 0.890 -1.014 0.005
N 1.082 -0.338 -0.805 0.058
C 2.115 -1.103 -0.293 0.009
C 3.223 -0.336 -0.189 0.004
N 2.857 0.910 -0.640 0.004
H -2.110 3.047 -2.874 0.000
H -0.884 5.189 -3.028 0.000
H 1.464 5.332 -2.232 0.000
H 2.556 3.367 -1.318 0.000
H 1.993 -2.146 -0.058 0.000
H 4.219 -0.554 0.150 0.001
H 3.463 1.709 -0.702 0.000
Cl -1.775 -5.350 4.250 0.108
C -1.754 -4.011 3.230 0.218
C -1.406 -4.193 1.852 0.021
Cl -1.038 -5.750 1.271 -0.003
C -1.380 -3.108 1.031 0.096
Cl -0.992 -3.268 -0.648 0.050
C -1.700 -1.782 1.496 0.098
O -1.669 -0.792 0.739 0.276
C -2.066 -1.640 2.894 0.155
Cl -2.448 -0.085 3.423 0.070
C -2.080 -2.735 3.732 -0.023
Cl -2.490 -2.552 5.376 -0.021
```

[6]
ORCA calculation (ωB97M-V/def2-TZVPD) on 2 unconnected molecules or ions with the total composition C3H5NO.

As for the HOMO energy: -10.03 eV. Its SMILES is C1=NC1.C=O. The molecular weight is 71.08 g/mol. The strongest force on any atom comes out at 1.3 eV Å⁻¹.

```
10
Properties=species:S:1:pos:R:3:mulliken_charge:R:1
C 0.921 -0.393 0.798 0.011
N 1.793 -1.297 0.720 -0.484
C 0.965 -1.071 -0.481 -0.302
H 0.557 0.351 1.513 0.306
H 1.402 -0.543 -1.323 0.225
H 0.191 -1.794 -0.723 0.247
C -1.455 1.182 -0.143 -0.190
O -0.803 1.028 -1.146 -0.374
H -1.945 0.372 0.446 0.291
H -1.626 2.165 0.340 0.271
```

[7]
ORCA calculation (ωB97M-V/def2-TZVPD) on 2 unconnected molecules or ions with the total composition CH4FOP.

As for the HOMO energy (spin up / spin down): -10.78 / -10.74 eV. The molecular weight is 82.01 g/mol. The strongest force on any atom comes out at 5.6 eV Å⁻¹.

```
8
Properties=species:S:1:pos:R:3:mulliken_charge:R:1
C 0.697 0.006 -0.224 -0.450
O 1.061 -0.190 1.090 -0.481
F -2.248 -0.832 0.618 -0.624
P -0.783 1.268 -0.075 0.430
H 1.648 0.433 -0.714 0.312
H 0.414 -0.800 -0.752 0.379
H 0.530 -0.947 1.328 0.349
H -1.320 1.061 -1.272 0.084
```

[8]
ORCA calculation (ωB97M-V/def2-TZVPD) on C4H4N2O2 in the gas phase.

As for the HOMO energy: -9.31 eV. Its SMILES is O=C(O)n1ccnc1. The molecular weight is 112.09 g/mol. The strongest force on any atom comes out at 10.0 eV Å⁻¹.

```
12
Properties=species:S:1:pos:R:3:mulliken_charge:R:1
O 1.684 -1.192 -0.040 -0.506
C 1.283 -0.106 -0.106 0.628
O 2.062 0.993 0.235 -0.514
N 0.009 0.171 -0.161 0.178
C -0.767 -1.031 -0.126 -0.371
C -2.038 -0.663 0.180 -0.407
N -2.144 0.696 0.012 -0.526
C -0.892 1.077 -0.134 0.163
H 3.104 0.643 0.220 0.394
H 0.031 -1.815 -0.120 0.441
H -2.901 -1.254 0.812 0.256
H -0.762 2.285 -0.315 0.266
```

Copy entry 2 word for word.
ORCA calculation (ωB97M-V/def2-TZVPD) on C21H22N4O8S in the gas phase.

As for the HOMO energy: -8.88 eV. Its SMILES is O=C(COC(=O)CNC(=O)c1cccc([N+](=O)[O-])c1)Nc1cccc(S(=O)(=O)N2CCCC2)c1. The molecular weight is 490.49 g/mol. The strongest force on any atom comes out at 1.3 eV Å⁻¹.

```
56
Properties=species:S:1:pos:R:3:mulliken_charge:R:1
O -4.382 -2.555 0.035 -0.658
C -3.950 -1.436 0.193 0.645
C -4.810 -0.191 -0.057 -0.731
O -4.055 0.787 -0.769 -0.341
C -4.078 2.048 -0.322 1.060
O -4.791 2.464 0.545 -0.602
C -3.190 2.930 -1.213 -0.975
N -1.849 3.075 -0.680 -0.148
C -1.418 2.415 0.406 0.719
O -2.135 1.632 1.014 -0.942
C -0.009 2.662 0.819 0.647
C 0.288 2.719 2.181 -0.315
C 1.592 2.883 2.611 -0.835
C 2.622 2.941 1.691 -0.484
C 2.324 2.846 0.339 -0.652
N 3.394 2.820 -0.625 1.192
O 4.509 3.091 -0.244 -0.652
O 3.108 2.527 -1.769 -0.650
C 1.017 2.726 -0.111 -0.143
N -2.698 -1.109 0.590 -0.098
C -1.588 -1.933 0.744 0.299
C -1.649 -3.326 0.725 -0.336
C -0.491 -4.072 0.874 -0.797
C 0.742 -3.453 1.012 -0.598
C 0.793 -2.072 1.010 0.270
S 2.367 -1.212 1.077 0.946
O 3.303 -1.982 1.839 -0.796
O 2.104 0.146 1.474 -0.309
N 2.955 -1.120 -0.479 0.029
C 2.060 -0.529 -1.450 0.296
C 1.416 -1.699 -2.216 -0.743
C 2.345 -2.898 -1.957 -0.497
C 3.468 -2.339 -1.065 -0.812
C -0.348 -1.310 0.898 -0.494
H -5.150 0.234 0.895 0.342
H -5.679 -0.476 -0.657 0.347
H -3.143 2.474 -2.208 0.364
H -3.662 3.916 -1.276 0.369
H -1.246 3.742 -1.136 0.286
H -0.521 2.626 2.890 0.491
H 1.809 2.931 3.666 0.433
H 3.653 3.022 1.998 0.513
H 0.835 2.638 -1.173 0.381
H -2.507 -0.118 0.735 0.378
H -2.603 -3.811 0.600 0.526
H -0.554 -5.149 0.877 0.417
H 1.652 -4.016 1.141 0.584
H 1.338 0.094 -0.924 -0.585
H 2.647 0.105 -2.122 0.568
H 1.339 -1.469 -3.277 0.472
H 0.414 -1.901 -1.838 0.124
H 2.752 -3.301 -2.882 0.392
H 1.806 -3.696 -1.447 0.226
H 3.776 -3.007 -0.263 0.383
H 4.346 -2.080 -1.665 0.383
H -0.267 -0.236 0.949 0.110
```